Below is 9 unconnected molecules or ions with the total composition C20H61N3O13 at a distorted geometry, with properties calculated with ωB97M-V/def2-TZVPD.

Last column: Mulliken charge in e.
Geometry (Å):
O: 3.10949 -20.12044 3.40479  0.638
O: 4.92861 -18.38180 4.46861  -0.164
O: 2.73059 -22.68878 4.64136  -0.752
O: 6.86205 -20.23895 0.68169  -0.336
O: 0.91487 -18.58143 6.81516  -0.489
O: 0.63302 -19.43885 4.47514  0.385
O: 1.42509 -21.47432 6.97816  -0.602
O: 0.30902 -24.52554 1.37040  -0.394
O: 0.84199 -15.17621 3.14791  -0.622
O: 7.52309 -17.39696 5.22637  -0.519
O: 2.08099 -15.30013 5.97032  -0.609
O: 3.57374 -16.35951 0.85854  -0.213
O: -1.17962 -21.10855 5.95943  -0.634
N: 2.36586 -21.51006 0.62154  -0.272
N: 3.30271 -13.70692 1.74539  -0.804
N: 10.50417 -20.23331 0.62963  -0.748
C: 3.31656 -17.70303 0.58174  -0.829
C: 9.25888 -20.91319 -1.34766  -1.482
C: 2.33352 -20.39219 7.27476  0.056
C: 2.66567 -15.51966 0.20992  -0.580
C: 9.15551 -20.22016 -0.00270  0.603
C: -0.69504 -19.76133 4.05871  -0.432
C: 2.01483 -22.90901 0.64081  0.247
C: -1.06870 -21.12586 4.55426  -0.540
C: 5.77466 -20.88514 1.32988  -0.255
C: 1.08515 -16.31751 4.00590  0.225
C: 8.09092 -20.88352 0.86135  -0.560
C: 3.12541 -23.69623 1.28851  -1.208
C: 5.46783 -18.49744 5.77290  -0.207
C: -0.19764 -24.95067 0.12545  -0.667
C: 6.96056 -18.61123 5.71801  -0.599
C: 3.04351 -14.04458 0.35035  0.298
C: 0.70038 -23.19322 1.38130  0.226
C: 1.68747 -19.16433 7.85219  -0.370
C: 2.31475 -16.06709 4.80516  0.245
C: 4.28356 -13.70189 -0.47341  -1.410
H: 8.38063 -20.85935 1.93129  0.207
H: 0.06304 -15.40156 2.63004  0.333
H: 0.49042 -24.73484 -0.69008  0.271
H: 2.82927 -20.12064 6.33561  -0.580
H: 9.19903 -21.99691 -1.17633  0.326
H: 2.67525 -17.03273 5.16021  -0.255
H: 2.88270 -24.73140 1.53371  0.362
H: 1.66913 -15.63980 0.68488  0.188
H: 3.92801 -19.69175 3.73184  -0.075
H: 2.52629 -14.05553 2.31476  0.322
H: 7.38717 -18.79643 6.71497  0.335
H: 1.34298 -17.10730 3.28871  0.010
H: 2.53806 -18.50723 8.08601  0.386
H: -1.34336 -19.01306 4.52881  0.218
H: 0.57673 -19.34626 5.44174  -0.280
H: 2.18585 -13.46562 0.00033  0.381
H: 5.28104 -17.56678 4.08610  0.157
H: 3.06844 -15.59282 4.17152  0.072
H: -0.41987 -26.01343 0.18777  0.283
H: 2.73241 -21.94415 4.00886  0.113
H: 2.07747 -14.37008 5.72252  0.357
H: 0.21222 -16.58141 4.59875  0.194
H: 8.00187 -21.96259 0.64007  0.268
H: 1.10154 -19.39948 8.74439  0.360
H: -2.02844 -21.43214 4.12850  0.420
H: 8.30863 -17.61880 4.72074  0.316
H: 2.44286 -15.80554 -0.83347  0.464
H: 8.88647 -19.17143 -0.14050  0.264
H: 4.30488 -14.20609 -1.44183  0.349
H: 2.38612 -19.53609 3.68940  -0.224
H: 4.03123 -23.73359 0.67980  0.286
H: 0.48380 -17.78427 7.13735  0.243
H: 3.46524 -17.91396 -0.48780  0.405
H: 7.24690 -19.47209 5.10566  0.297
H: 0.84169 -22.90336 2.42785  -0.435
H: -1.17586 -24.46922 -0.03835  0.269
H: 1.76363 -20.91681 0.06838  0.248
H: -0.29359 -21.32278 6.30245  0.444
H: 4.39733 -12.63636 -0.68601  0.372
H: 3.37908 -23.24474 2.25350  0.162
H: 1.21637 -21.85934 7.84070  0.280
H: 8.39224 -20.69954 -1.98057  0.311
H: 5.10530 -19.41833 6.23640  0.135
H: 5.77880 -20.62458 2.39791  0.092
H: -0.76621 -19.71607 2.97261  0.445
H: 4.05185 -14.29514 2.11082  0.331
H: -0.10874 -22.54675 0.99649  0.392
H: 2.53100 -21.05146 1.51341  -0.181
H: 5.15728 -17.68831 6.44418  0.293
H: 5.87078 -21.97455 1.20495  0.343
H: 10.49071 -19.66388 1.47329  0.269
H: 4.80767 -20.64942 0.89326  0.006
H: -0.31404 -21.85430 4.23615  0.164
H: 2.29790 -22.33593 5.43006  0.339
H: 10.15545 -20.74238 -1.93674  0.401
H: 1.89556 -23.26775 -0.38558  0.355
H: 3.18476 -20.73167 7.87830  0.574
H: 5.18024 -13.97539 0.08845  0.283
H: 3.97603 -18.35155 1.15046  0.119
H: 2.26749 -17.95725 0.80520  0.340
H: 10.68219 -21.17784 0.97616  0.251

E_HOMO = -8.4 eV
Gap between HOMO and LUMO = 8.63 eV
Largest force on an atom = 2.0 eV/A
LUMO = 0.1780 eV
SMILES = COC[C@H](C)N.COC[C@H](C)N.COC[C@H](C)N.OCCO.OCCO.OCCO.OCCO.O.O
Electronic energy = -52814.034 eV